The following is a quantum chemistry calculation of a structure of composition C21H43BiN2OP3, from the Open Molecules 2025 dataset.

Output
**Orbital gap (spin up / spin down)**: 0.160 / 0.168 hartree
**ΔE to the lowest compared entry with this formula, charge and spin**: 87.4 kcal/mol
**E_LUMO (spin up / spin down)**: -0.4261 / -0.4181 hartree

```
! wB97M-V def2-TZVPD RIJCOSX def2/J DEFGRID3
* xyz 3 1
Bi 3.308 -0.372 -0.823
P -1.655 -1.918 -1.102
P 1.855 -0.078 -3.061
P -1.683 0.539 2.695
H 2.733 2.312 -1.426
C 2.978 1.695 -0.554
C 4.494 1.344 -0.398
H 5.131 1.716 -1.213
C -3.123 -0.803 -1.186
C -1.990 -2.916 -2.617
C -2.285 -3.134 0.125
C 2.651 1.011 -4.295
C 1.624 -1.652 -3.954
C 0.173 0.623 -2.860
C -0.703 1.422 3.942
C -1.802 -1.182 3.233
C -3.364 1.231 2.692
H 2.459 1.915 0.381
H 4.886 1.408 0.631
H -4.048 -1.391 -1.135
H -3.099 -0.240 -2.127
H -3.089 -0.088 -0.354
H -3.000 -3.347 -2.568
H -1.248 -3.724 -2.683
H -1.902 -2.282 -3.509
H -3.333 -3.377 -0.098
H -2.207 -2.725 1.141
H -1.677 -4.047 0.070
H 2.403 0.659 -5.308
H 3.743 0.982 -4.179
H 2.299 2.045 -4.169
H 1.640 -1.456 -5.035
H 0.674 -2.129 -3.676
H 2.453 -2.333 -3.717
H 0.014 1.403 -3.614
H 0.037 1.050 -1.862
H -0.576 -0.171 -3.002
H -1.189 1.393 4.929
H -0.579 2.471 3.648
H 0.290 0.952 4.009
H -1.708 -1.267 4.328
H -0.985 -1.756 2.780
H -2.774 -1.613 2.950
H -3.545 1.864 3.571
H -4.112 0.425 2.660
H -3.459 1.850 1.790
C -0.713 3.035 0.462
C -1.384 4.094 -0.230
C -1.257 5.418 0.208
C -0.369 5.735 1.255
C 0.410 4.709 1.807
C 0.302 3.401 1.356
O -1.084 1.694 0.429
H -1.134 1.078 1.216
H -2.098 3.861 -1.025
H -1.840 6.238 -0.253
H -0.255 6.760 1.616
H 1.143 4.934 2.589
H 0.921 2.605 1.781
C 1.680 -3.940 -0.648
C 1.764 -3.279 0.682
N 2.088 -2.021 0.977
C 2.022 -1.903 2.364
C 1.639 -3.104 2.901
N 1.487 -3.965 1.816
H 2.106 -4.952 -0.585
H 0.629 -4.028 -0.968
H 2.243 -3.362 -1.391
H 2.263 -0.961 2.847
H 1.505 -3.407 3.920
H 1.223 -4.948 1.827
*
```

=====

The following is a quantum chemistry calculation of a cluster of 2 separate species, C21H43Br2NO5 in total, from the Open Molecules 2025 dataset.

Output
**SMILES**: CCOCCOC(=O)N(CCCO)CCCCCCCCCCOC.BrCCBr
**Orbital gap**: 0.370 hartree
**E_LUMO**: 0.0142 hartree

```
! wB97M-V def2-TZVPD RIJCOSX def2/J DEFGRID3
* xyz 0 1
C 3.409 -2.993 1.654
C 4.198 -2.991 0.182
O 5.293 -2.016 0.319
C 5.780 -1.538 -0.987
C 6.746 -0.215 -0.649
O 6.690 0.822 -1.690
C 5.460 1.667 -1.536
O 5.403 2.717 -2.402
N 4.415 1.404 -0.475
C 3.002 1.622 -0.965
C 2.281 0.245 -1.566
C 1.991 0.386 -3.201
O 1.558 -0.929 -3.703
C 4.724 2.220 0.779
C 3.957 1.657 2.135
C 2.851 2.811 2.551
C 1.479 2.184 3.236
C 0.169 2.214 2.226
C -0.538 0.706 2.155
C -1.446 0.471 0.807
C -2.692 -0.617 1.039
C -4.143 0.116 0.645
C -5.144 -1.098 0.183
O -6.453 -0.587 -0.257
C -6.349 0.229 -1.480
H 4.077 -3.563 2.428
H 2.351 -3.463 1.481
H 3.378 -1.851 1.977
H 3.444 -2.768 -0.687
H 4.708 -4.039 -0.053
H 6.435 -2.325 -1.554
H 4.945 -1.130 -1.705
H 7.858 -0.651 -0.678
H 6.580 0.164 0.445
H 2.881 2.431 -1.801
H 2.285 1.969 -0.075
H 2.844 -0.739 -1.276
H 1.195 0.153 -1.077
H 2.996 0.770 -3.679
H 1.098 1.147 -3.333
H 1.253 -1.462 -2.898
H 5.889 2.148 1.028
H 4.513 3.352 0.564
H 3.342 0.704 1.796
H 4.682 1.346 3.000
H 2.591 3.455 1.587
H 3.395 3.533 3.322
H 1.761 1.071 3.547
H 1.181 2.833 4.193
H 0.393 2.670 1.171
H -0.650 2.911 2.723
H 0.320 -0.101 2.183
H -1.224 0.516 3.087
H -0.749 -0.031 -0.022
H -1.827 1.478 0.319
H -2.671 -0.997 2.154
H -2.606 -1.535 0.290
H -3.919 0.864 -0.257
H -4.521 0.677 1.603
H -4.637 -1.749 -0.662
H -5.272 -1.811 1.129
H -7.356 0.222 -2.108
H -5.484 -0.133 -2.191
H -6.073 1.353 -1.189
Br -10.160 -0.174 -3.030
C -10.137 -1.286 -1.428
C -10.172 -2.754 -1.780
Br -11.966 -3.312 -2.304
H -10.979 -0.968 -0.807
H -9.202 -1.033 -0.920
H -9.928 -3.367 -0.908
H -9.502 -3.019 -2.603
*
```

=====

The following is a quantum chemistry calculation of a cluster of 6 separate species, C21H44BBrNO11P in total, from the Open Molecules 2025 dataset.

Output
**SMILES**: O=C(NOB(O)O)OP(O)Br.C1CCOC1.C1CCOC1.C1CCOC1.C1CCOC1.C1CCOC1
**Orbital gap**: 0.329 hartree
**E_LUMO**: 0.0027 hartree

```
! wB97M-V def2-TZVPD RIJCOSX def2/J DEFGRID3
* xyz 0 1
O 1.434 -6.266 8.132
C 2.074 -5.900 7.118
N 2.612 -6.911 6.219
O 3.282 -6.342 5.164
B 2.944 -6.959 3.905
O 1.644 -7.403 3.506
O 4.051 -7.156 2.977
O 2.241 -4.509 6.801
P 0.597 -3.903 6.856
O 0.460 -2.740 8.116
Br 0.200 -2.884 4.839
H 3.187 -7.594 6.729
H 1.577 -8.378 3.481
H 4.672 -7.724 3.495
H -0.471 -2.846 8.418
C 0.087 0.161 0.111
C -0.775 -0.932 -0.479
C -0.549 -2.072 0.496
O -0.297 -1.479 1.777
C -0.082 -0.071 1.599
H -0.204 1.165 -0.199
H 1.133 0.004 -0.176
H -1.826 -0.627 -0.459
H -0.514 -1.191 -1.505
H 0.333 -2.662 0.221
H -1.409 -2.743 0.564
H -0.963 0.454 1.984
H 0.791 0.244 2.175
C -0.972 1.009 -5.136
C -1.633 2.232 -4.542
C -1.721 1.861 -3.075
O -0.606 1.003 -2.795
C -0.009 0.607 -4.039
H -0.476 1.198 -6.090
H -1.716 0.222 -5.287
H -0.982 3.104 -4.670
H -2.605 2.465 -4.982
H -2.637 1.300 -2.860
H -1.685 2.735 -2.419
H 0.946 1.135 -4.135
H 0.187 -0.468 -4.026
C -4.463 -2.769 -3.730
C -3.334 -3.568 -4.344
C -2.316 -2.487 -4.653
O -2.489 -1.459 -3.668
C -3.710 -1.704 -2.957
H -5.128 -3.362 -3.101
H -5.062 -2.305 -4.520
H -2.927 -4.264 -3.604
H -3.629 -4.140 -5.225
H -2.495 -2.042 -5.638
H -1.289 -2.858 -4.620
H -3.448 -2.054 -1.952
H -4.275 -0.774 -2.865
C 0.492 5.175 3.498
C 0.447 4.239 4.685
C -0.667 3.287 4.294
O -0.657 3.203 2.862
C 0.193 4.236 2.346
H 1.443 5.697 3.385
H -0.302 5.924 3.585
H 1.393 3.695 4.765
H 0.262 4.743 5.636
H -1.645 3.672 4.600
H -0.536 2.291 4.721
H 1.108 3.762 1.972
H -0.304 4.738 1.512
C 2.355 4.230 -1.637
C 3.056 5.266 -2.489
C 2.957 4.655 -3.874
O 1.749 3.883 -3.901
C 1.251 3.757 -2.561
H 1.979 4.621 -0.690
H 3.040 3.404 -1.419
H 2.501 6.209 -2.457
H 4.084 5.465 -2.183
H 3.794 3.975 -4.068
H 2.930 5.408 -4.664
H 0.361 4.391 -2.474
H 0.961 2.721 -2.373
*
```